Density functional theory data (ωB97M-V/def2-TZVPD) for a cluster of 10 separate species, C57H126F7N9O11S5 in total in a non-equilibrium geometry.

LUMO = -7.74 eV
net charge = +4
total energy = -6256.33006 Eh
relative energy (zero: lowest compared OMol25 entry of this formula, charge and spin) = 0.0 kcal/mol

XYZ file:
```
215
Properties=species:S:1:pos:R:3:mulliken_charge:R:1
C -0.32865 1.56407 -5.02364 -1.30
C 1.20003 1.70487 -4.96974 0.01
C 1.70655 2.15463 -3.59179 -0.33
N 3.27915 2.36661 -3.69144 0.58
C 3.80323 3.38705 -4.73376 -0.92
C 3.67310 2.89577 -2.28428 0.20
C 5.03212 2.35959 -1.93429 -0.36
C 5.41103 1.28828 -3.02191 -0.88
C 4.07608 1.04861 -3.74689 -0.44
H -0.73531 0.98094 -4.19739 -0.12
H -0.59414 0.94193 -5.87837 0.42
H -0.90873 2.48548 -5.07445 0.48
H 1.51145 2.45206 -5.69970 0.50
H 1.69715 0.75869 -5.18349 0.08
H 1.63039 1.39184 -2.81691 -0.20
H 1.22848 3.10333 -3.34782 0.33
H 3.07375 4.16162 -4.97036 0.35
H 4.01861 2.84006 -5.65165 0.33
H 4.70303 3.88409 -4.37125 0.37
H 3.62958 3.97943 -2.39334 0.75
H 2.97285 2.67019 -1.48000 -0.68
H 5.70121 3.19717 -1.73715 0.42
H 5.11159 1.86740 -0.96500 -0.19
H 6.25142 1.63658 -3.62234 0.32
H 5.86031 0.35986 -2.66940 0.44
H 4.26474 0.89924 -4.80999 0.49
H 3.54167 0.16748 -3.39177 0.17
C -5.45715 -1.09477 -2.80359 -1.10
C -4.96334 -2.45204 -3.44518 -0.54
C -3.45880 -2.76042 -3.04198 -0.13
N -2.87882 -4.09197 -3.56114 0.89
C -2.91104 -4.14784 -5.08749 -1.25
C -3.70135 -5.29666 -3.04808 -0.48
C -2.76196 -6.31207 -2.45678 -0.67
C -1.36823 -5.98433 -3.07113 -0.64
C -1.44991 -4.45891 -3.05464 0.44
H -4.86427 -0.33226 -3.30874 0.26
H -5.18986 -0.91348 -1.76254 0.16
H -6.50460 -0.94272 -3.06403 0.44
H -5.03765 -2.37958 -4.53023 0.40
H -5.59231 -3.30152 -3.17893 0.40
H -3.32962 -2.79330 -1.96016 -0.01
H -2.74474 -2.02574 -3.41408 -0.02
H -2.36675 -5.03479 -5.41178 0.48
H -2.35048 -3.27220 -5.41477 0.38
H -3.92878 -4.21316 -5.47225 0.42
H -4.11487 -5.74964 -3.94914 0.41
H -4.46506 -5.20443 -2.27584 0.28
H -2.95881 -7.36937 -2.63418 0.51
H -2.78199 -6.36936 -1.36847 0.15
H -1.33878 -6.27701 -4.12069 0.35
H -0.56672 -6.54732 -2.59289 0.37
H -0.67347 -4.07405 -3.71581 0.11
H -1.27911 -4.16826 -2.01808 -0.64
C -6.91582 0.20904 3.25574 -1.51
C -5.70137 -0.01312 2.35968 -0.12
C -4.41034 0.22555 3.27724 -0.92
N -3.14570 0.28646 2.43169 1.16
C -2.83325 -1.04102 1.75689 -0.93
C -1.91771 0.73322 3.33793 -0.19
C -1.55290 2.17885 2.99694 0.66
C -2.68628 2.66762 2.09870 0.01
C -3.04774 1.37452 1.33327 -0.23
H -7.10338 1.22821 3.59369 0.37
H -7.00177 -0.36888 4.17592 0.38
H -7.85339 -0.02387 2.75096 0.41
H -5.68875 0.50445 1.40048 0.23
H -5.66073 -1.03743 1.98922 0.31
H -4.29511 -0.70612 3.83113 0.50
H -4.52214 1.12371 3.88462 0.54
H -2.69304 -1.83464 2.49080 0.48
H -1.87870 -0.94886 1.23879 -0.46
H -3.67322 -1.32281 1.12194 0.44
H -1.10398 0.02037 3.20453 -0.84
H -2.16531 0.56452 4.38594 0.36
H -0.62928 2.14168 2.41931 -0.70
H -1.45727 2.73689 3.92836 0.61
H -2.37011 3.44275 1.40061 -0.62
H -3.49227 3.16820 2.63524 0.54
H -2.22251 1.11114 0.67166 -0.52
H -3.98945 1.44222 0.78858 0.48
C 0.48923 4.05956 -0.04208 -0.96
C 0.59056 4.87795 1.23979 -0.21
C 1.66324 4.34947 2.19293 -1.18
N 1.99318 5.25604 3.37823 0.34
C 0.81749 5.58572 4.24393 -0.79
C 3.17968 4.64530 4.13589 -0.28
C 3.82871 5.74913 4.90929 -0.85
C 3.68400 6.90036 3.95634 -0.86
C 2.63176 6.56911 2.90412 -0.40
H 1.41331 3.94576 -0.60884 0.41
H -0.34991 4.48315 -0.59391 0.17
H 0.21151 3.05071 0.26317 -0.07
H -0.40854 4.83580 1.67351 0.10
H 0.76384 5.94115 1.07330 0.76
H 2.61673 4.38706 1.66613 0.56
H 1.48578 3.32543 2.52151 0.32
H 1.22210 6.26303 4.99602 0.45
H 0.40466 4.69631 4.71996 0.22
H 0.05692 6.00236 3.58359 0.36
H 2.81453 3.83023 4.76073 0.36
H 3.89239 4.23938 3.41800 0.25
H 3.26909 6.06928 5.78817 0.33
H 4.83647 5.50706 5.24682 0.44
H 3.65915 7.92522 4.32664 0.39
H 4.64289 6.86402 3.43931 0.35
H 1.84595 7.31984 2.82036 0.42
H 2.95828 6.34512 1.88859 0.36
C -3.74039 2.65473 -2.99947 -0.99
C -3.68284 3.79675 -1.98192 0.66
C -4.01908 5.14597 -2.62672 -1.19
N -4.20078 6.20993 -1.56820 0.42
C -2.98416 6.48882 -0.66808 -0.82
C -5.47599 5.90841 -0.70955 -0.56
C -5.99918 7.20280 -0.14980 -0.75
C -5.58000 8.21129 -1.21353 -0.68
C -4.73033 7.48480 -2.24972 -0.64
H -3.50995 1.77092 -2.40461 0.03
H -2.95592 2.71618 -3.75373 0.13
H -4.67856 2.60112 -3.55181 0.52
H -2.81847 3.80069 -1.31786 -0.13
H -4.49015 3.56930 -1.28578 0.13
H -4.94112 5.09185 -3.20552 0.44
H -3.20595 5.36344 -3.31927 0.41
H -2.67864 5.67773 -0.00711 0.15
H -3.15653 7.29056 0.04996 0.47
H -2.17112 6.73753 -1.35014 0.33
H -5.23845 5.22974 0.10966 0.23
H -6.24181 5.44410 -1.33086 0.56
H -5.54823 7.39266 0.82421 0.35
H -7.05588 7.04192 0.06378 0.43
H -5.07125 8.99566 -0.65312 0.30
H -6.51377 8.57761 -1.64014 0.38
H -3.94984 8.07449 -2.73056 0.50
H -5.42123 7.17391 -3.03336 0.37
C 8.16013 -2.41638 2.96042 -1.41
C 6.99577 -1.41607 2.96059 -0.28
C 5.74352 -2.15637 2.42440 -0.77
N 4.52686 -1.30116 2.34931 1.16
C 3.33149 -2.20335 1.84108 -0.85
C 4.05676 -0.84592 3.80220 -0.58
C 3.44322 0.53368 3.70493 -0.59
C 3.42238 0.82505 2.19952 1.38
C 4.53854 0.01526 1.52333 -1.17
H 8.43776 -2.94539 2.04874 0.34
H 7.83760 -3.14982 3.69943 0.36
H 9.04767 -1.88589 3.30530 0.39
H 7.32683 -0.64157 2.26876 0.23
H 6.82553 -0.87834 3.89332 0.43
H 5.45127 -2.99421 3.05743 0.42
H 5.81315 -2.56562 1.41655 0.49
H 3.12632 -3.12494 2.38577 0.04
H 3.54749 -2.52121 0.82108 0.63
H 2.36321 -1.70903 1.76251 -0.50
H 3.41734 -1.56185 4.31860 -0.24
H 4.92617 -0.70156 4.44359 0.50
H 2.50483 0.69545 4.23534 0.44
H 4.08807 1.25269 4.21019 0.37
H 2.43744 0.61558 1.78226 -1.16
H 3.54954 1.89096 2.01040 0.44
H 4.33057 -0.16111 0.46800 0.30
H 5.51141 0.48540 1.66690 0.43
C -1.98006 -4.61210 0.72400 -0.72
C -0.94559 -5.70128 0.71824 -0.34
C 0.12896 -5.51418 1.78304 0.20
N 1.33981 -6.53620 1.67226 0.56
C 2.04287 -6.54517 0.28925 -0.84
C 1.00288 -8.02530 2.01204 -0.63
C 2.36501 -8.70010 2.37486 -0.78
C 3.03069 -7.56946 3.16787 -0.65
C 2.30374 -6.23057 2.78434 0.42
H -2.53431 -4.83119 1.63663 0.66
H -2.55792 -4.51822 -0.19543 0.07
H -1.56299 -3.61770 0.88316 -0.44
H -0.56873 -5.66935 -0.30404 -0.12
H -1.42463 -6.68037 0.71535 0.56
H -0.23228 -5.64959 2.80248 0.60
H 0.63710 -4.57606 1.55981 -0.65
H 2.90758 -7.20058 0.39332 0.44
H 2.26770 -5.52170 -0.01086 0.26
H 1.48033 -6.94025 -0.55666 0.21
H 0.38342 -8.40376 1.19894 0.43
H 0.39109 -8.02868 2.91416 0.41
H 2.99859 -8.94132 1.52134 0.28
H 2.18893 -9.68567 2.80581 0.45
H 4.10642 -7.53079 2.99635 0.37
H 2.80790 -7.72590 4.22334 0.40
H 3.05715 -5.48536 2.52913 -0.04
H 1.78548 -5.98798 3.71206 -0.37
C -0.67692 -0.50562 -1.75000 -0.92
F -1.80199 -1.04301 -1.29523 0.18
F -0.29295 -1.07437 -2.97880 0.01
F -0.88289 0.73989 -1.91286 0.33
S 0.66393 -0.85828 -0.45327 0.93
O 1.96834 -0.57751 -1.02296 -0.31
O 0.29677 0.11819 0.59357 -0.37
O 0.53446 -2.28581 -0.14174 -0.25
N 1.19768 -3.46684 -6.59799 -0.13
S 0.97494 -1.82764 -6.43051 1.06
O -0.35169 -1.36722 -5.98048 -0.50
O 1.83888 -0.93684 -7.21960 -0.60
F 1.71370 -1.81267 -5.02868 -0.21
S 0.81755 -3.49664 -8.00483 0.99
O 1.88862 -3.45578 -9.00331 -0.62
O -0.58782 -3.07999 -8.33183 -0.60
F 0.48879 -5.05253 -8.05842 -0.32
N 1.21317 -3.59732 4.15665 0.75
S 0.21301 -2.53113 4.24083 0.90
O 0.68063 -1.15552 4.45028 -0.66
O -1.06433 -2.87098 4.84247 -0.73
F -0.20440 -2.62901 2.68711 -0.31
S 1.13354 -4.17089 5.78462 0.93
O 0.55056 -5.52885 5.84404 -0.57
O 0.91694 -3.24968 6.90363 -0.53
F 2.67743 -4.50820 5.85914 -0.26
```

=====

Density functional theory data (ωB97M-V/def2-TZVPD) for a structure of composition C57H130HgN17O17 in a non-equilibrium geometry.

LUMO = -6.99 eV
net charge = +1
total energy = -4612.84995 Eh

XYZ file:
```
222
Properties=species:S:1:pos:R:3:mulliken_charge:R:1
Hg -1.61428 2.15925 4.96725 0.33
C 3.14013 0.71440 0.21359 -1.86
C 1.87858 0.88217 -0.62393 1.64
C 2.19920 -0.05785 -1.80799 -1.37
C 0.94635 -0.54188 -2.51309 -0.84
C -0.06088 -1.12365 -1.49464 -1.49
C -0.50147 -0.23873 -0.37058 1.47
N 0.69868 0.35368 0.20462 0.66
O 0.44879 1.19135 1.38682 -0.32
C -1.38629 -1.09865 0.55832 -1.68
C -1.46737 0.81159 -1.01794 -1.54
C 1.66058 2.31562 -1.14297 -1.74
H 3.15958 1.47869 0.99049 0.44
H 4.04764 0.81908 -0.38103 0.42
H 3.24751 -0.24888 0.71227 0.48
H 2.80578 -0.94137 -1.60911 0.41
H 2.81851 0.48296 -2.52359 0.57
H 1.18085 -1.19566 -3.35314 0.53
H 0.51052 0.28679 -3.07119 0.30
H 0.26271 -2.02423 -0.97277 0.44
H -0.85144 -1.58911 -2.08325 0.58
H -0.85249 -1.95345 0.97361 0.43
H -2.19975 -1.53397 -0.02209 0.40
H -1.90206 -0.64728 1.40587 0.46
H -2.05494 1.30996 -0.24691 0.47
H -2.10237 0.40316 -1.80411 0.37
H -0.96417 1.64013 -1.51635 0.25
H 1.53725 2.99711 -0.30127 0.44
H 0.76440 2.54033 -1.72131 0.30
H 2.56900 2.67694 -1.62496 0.47
C -4.32602 6.82376 1.12954 -1.14
C -3.16052 5.85632 1.43870 0.70
O -3.21655 5.07786 2.41282 -0.65
N -2.09075 5.92260 0.65435 -0.08
C -1.97320 6.53875 -0.65985 -0.87
H -3.94826 7.82918 0.94372 0.39
H -4.95834 6.96847 2.00551 0.32
H -4.89639 6.41497 0.29547 0.23
H -1.48460 5.16065 0.92290 0.18
H -2.04311 5.81685 -1.47353 0.26
H -0.99193 7.01126 -0.61544 0.32
H -2.69593 7.32492 -0.87821 0.33
C -1.95125 -2.90677 8.34486 -1.11
C -1.04320 -2.46725 7.14951 0.70
O -1.30624 -1.45558 6.48104 -0.61
N -0.01764 -3.28484 6.82253 -0.12
C 1.01357 -2.96687 5.82931 -1.01
H -1.42373 -3.65028 8.94237 0.38
H -2.68124 -3.60644 7.93781 0.25
H -2.32320 -2.11947 9.00054 0.30
H 0.17691 -4.11571 7.36281 0.23
H 1.94636 -3.15255 6.36180 0.38
H 1.05087 -1.91135 5.55988 0.33
H 1.02087 -3.57312 4.92350 0.28
C 5.01282 -7.65318 5.05809 -1.00
C 5.37611 -6.32416 4.39260 0.68
O 6.07223 -5.46708 5.01697 -0.65
N 5.01007 -6.32241 3.12297 -0.09
C 5.15291 -5.16710 2.25441 -0.95
H 4.86807 -8.57186 4.48960 0.33
H 4.05195 -7.48069 5.54292 0.25
H 5.75127 -7.84186 5.83733 0.29
H 4.48097 -7.09763 2.74992 0.21
H 5.14363 -4.24555 2.83643 0.30
H 4.29915 -5.03536 1.58971 0.34
H 6.11428 -5.15078 1.74096 0.30
C 1.98992 0.88184 9.75079 -0.82
C 2.20758 1.41538 8.36811 0.62
O 1.23649 1.78662 7.68316 -0.63
N 3.49502 1.40379 7.92920 -0.17
C 3.94207 1.94936 6.65380 -0.84
H 1.23273 0.10404 9.65187 0.16
H 1.53743 1.63880 10.39138 0.26
H 2.89048 0.50722 10.23737 0.33
H 4.17550 1.13875 8.62691 0.25
H 5.02528 1.89435 6.76215 0.36
H 3.64448 2.98283 6.47639 0.27
H 3.64463 1.29505 5.83435 0.22
C 4.55230 9.11527 -2.15130 -0.99
C 5.67394 8.10542 -1.92065 0.68
O 6.48932 8.36834 -1.03735 -0.66
N 5.72787 7.07778 -2.74785 -0.13
C 6.84494 6.13003 -2.79707 -0.85
H 4.98432 9.88552 -2.79018 0.26
H 4.31088 9.62089 -1.21633 0.29
H 3.63986 8.67577 -2.55429 0.33
H 4.98550 7.07136 -3.43264 0.19
H 6.60883 5.38977 -2.03264 0.26
H 7.80693 6.62770 -2.67454 0.28
H 6.80349 5.62784 -3.76360 0.35
C -1.73458 -6.85156 -5.84317 -0.82
C -0.40407 -7.14136 -5.19235 0.63
O -0.16845 -8.30845 -5.00083 -0.62
N 0.27573 -6.07127 -4.89660 -0.13
C 1.56203 -6.12861 -4.24161 -0.89
H -1.81680 -7.49238 -6.72107 0.29
H -1.77593 -5.82188 -6.19832 0.20
H -2.51559 -7.17401 -5.15457 0.22
H -0.05958 -5.14007 -5.09796 0.23
H 2.19952 -5.29409 -4.53368 0.32
H 2.06507 -7.03655 -4.57435 0.32
H 1.47854 -6.10265 -3.15513 0.25
C -0.59466 8.11849 6.16031 -1.00
C 0.21825 7.19253 5.21301 0.69
O 0.01102 5.97324 5.16820 -0.64
N 1.18596 7.72210 4.44386 -0.16
C 2.13436 6.99333 3.63402 -0.84
H -0.04432 9.03209 6.38518 0.35
H -0.75126 7.59839 7.10534 0.29
H -1.60362 8.21750 5.75993 0.24
H 1.20949 8.73178 4.43521 0.20
H 3.06697 7.49638 3.88950 0.33
H 1.90343 6.96605 2.56911 0.23
H 2.12622 5.92781 3.86360 0.29
C -4.37772 -5.76089 4.57271 -0.99
C -4.67796 -7.22887 4.78630 0.64
O -5.69237 -7.77254 4.32853 -0.66
N -3.75534 -8.01171 5.37186 -0.17
C -2.44554 -7.56509 5.93762 -0.73
H -4.71193 -5.22985 5.46401 0.24
H -4.89596 -5.57823 3.63135 0.28
H -3.35852 -5.42733 4.37756 0.35
H -4.00550 -8.97383 5.55038 0.26
H -2.65204 -6.64501 6.48435 0.20
H -1.65358 -7.35308 5.21933 0.26
H -1.96928 -8.36594 6.50320 0.33
C -6.95075 4.23382 -3.63193 -0.95
C -7.11950 5.56782 -4.35861 0.60
O -7.20976 5.60387 -5.52904 -0.57
N -7.22361 6.60978 -3.51778 -0.15
C -7.30780 7.99030 -3.93052 -0.87
H -7.17021 4.26573 -2.56473 0.31
H -5.89371 3.98470 -3.72529 0.20
H -7.59101 3.40771 -3.94124 0.30
H -7.17342 6.45412 -2.52110 0.24
H -6.49758 8.26135 -4.60741 0.27
H -7.37387 8.63796 -3.05629 0.32
H -8.14304 8.28351 -4.56653 0.28
C 6.47695 -5.10770 -6.10630 -1.08
C 5.97822 -3.65855 -6.36532 0.72
O 6.32969 -2.74812 -5.65203 -0.63
N 5.11471 -3.49415 -7.34891 -0.21
C 4.29530 -2.22531 -7.55531 -0.76
H 6.86593 -5.25876 -5.09933 0.30
H 7.31871 -5.21578 -6.79030 0.31
H 5.65458 -5.80946 -6.24540 0.31
H 5.10113 -4.25341 -8.01484 0.23
H 4.70715 -1.33320 -7.08348 0.29
H 3.30589 -2.40632 -7.13529 0.23
H 4.15155 -2.04994 -8.62146 0.31
C 1.51484 3.86272 -6.74723 -0.87
C 1.06845 5.20571 -6.18292 0.61
O 1.90512 5.95302 -5.73644 -0.67
N -0.20122 5.55905 -6.08697 -0.11
C -1.31379 4.90175 -6.65890 -0.90
H 2.46265 3.84687 -7.28531 0.30
H 0.75958 3.40832 -7.38847 0.38
H 1.74878 3.39853 -5.78916 0.12
H -0.39486 6.50072 -5.77734 0.24
H -2.25194 5.22251 -6.20604 0.30
H -1.29980 3.81298 -6.70872 0.26
H -1.40933 5.17606 -7.70948 0.35
C -5.73062 -5.06368 -2.09456 -1.13
C -7.00950 -4.26857 -1.93524 0.74
O -7.49444 -4.10392 -0.81966 -0.64
N -7.36797 -3.59982 -3.03170 -0.18
C -8.53338 -2.69065 -3.08099 -0.79
H -5.42093 -5.31999 -1.08140 0.28
H -4.88893 -4.59219 -2.60189 0.30
H -6.08604 -5.89021 -2.70988 0.33
H -6.87332 -3.90075 -3.85927 0.21
H -8.39072 -1.91962 -3.83812 0.31
H -8.74418 -2.13171 -2.16926 0.28
H -9.41978 -3.29366 -3.27784 0.29
C -7.01197 0.07569 2.66122 -0.97
C -6.50696 0.24978 4.09310 0.70
O -5.37171 0.66000 4.36582 -0.66
N -7.40627 -0.11897 4.97520 -0.19
C -7.26522 -0.17178 6.44816 -0.85
H -6.64279 -0.83562 2.19078 0.23
H -6.56047 0.88768 2.09121 0.27
H -8.09763 0.07310 2.56402 0.34
H -8.36201 -0.16477 4.65183 0.24
H -7.10523 -1.21982 6.70137 0.28
H -8.09426 0.28517 6.98851 0.32
H -6.41643 0.36319 6.87416 0.29
C 2.78689 -11.60297 -0.63540 -1.06
C 2.19832 -10.31582 0.01958 0.66
O 2.91862 -9.78011 0.84305 -0.60
N 0.96044 -9.84348 -0.38585 -0.19
C 0.12525 -8.70307 0.08197 -0.70
H 3.19174 -11.36133 -1.61815 0.27
H 2.06706 -12.41648 -0.72578 0.35
H 3.56115 -12.03518 -0.00151 0.29
H 0.55175 -10.39627 -1.12577 0.20
H -0.84864 -9.08902 0.38314 0.29
H -0.02211 -8.00772 -0.74439 0.19
H 0.66210 -8.18593 0.87723 0.29
C -3.12501 -0.54133 -6.93408 -0.85
C -2.47619 -0.90543 -8.26336 0.61
O -1.80709 -0.08294 -8.85175 -0.63
N -2.57955 -2.18534 -8.64237 -0.17
C -2.05015 -2.61160 -9.90519 -0.84
H -2.37118 0.03274 -6.39529 0.19
H -3.39300 -1.44867 -6.39276 0.29
H -4.05920 0.00489 -7.06458 0.27
H -3.22646 -2.78501 -8.15046 0.25
H -2.18649 -3.68922 -9.99601 0.34
H -0.98004 -2.40505 -9.88822 0.27
H -2.46884 -2.08987 -10.76577 0.27
C 7.71514 5.62828 2.96059 -1.05
C 7.94672 6.87728 3.76454 0.79
O 8.25876 6.72200 4.93236 -0.65
N 7.95986 8.02412 3.11805 -0.14
C 8.33377 9.30411 3.67575 -0.83
H 8.57047 5.31890 2.35992 0.28
H 6.97355 5.78243 2.17676 0.31
H 7.37487 4.82061 3.60866 0.27
H 7.63716 8.00241 2.16124 0.15
H 9.00364 9.03381 4.49203 0.30
H 7.44897 9.83665 4.02450 0.27
H 8.76416 9.96216 2.92088 0.30
```